a | Entry from the Open Molecules 2025 dataset: an isolated ion of composition Cl2FH2P2 and charge +1 (the ωB97M-V functional and the def2-TZVPD basis).

HOMO-LUMO gap, eV: 7.266
Net charge: +1
Spin multiplicity: 1
HOMO, eV: -14.9

Atoms and positions in Å:
F (-0.037, -1.717, -1.045)
P (-1.252, 0.625, -0.194)
P (-0.157, -1.092, 0.399)
Cl (2.223, -0.227, 0.552)
Cl (3.453, 1.302, -0.080)
H (-1.710, 1.254, 1.104)
H (-2.520, -0.146, -0.735)

b | Entry from the Open Molecules 2025 dataset: a 2-piece molecular cluster, Cl2FH2P2 overall (the ωB97M-V functional and the def2-TZVPD basis).

HOMO-LUMO gap (alpha / beta), eV: 7.334 / 7.240
Net charge: +1
Spin multiplicity: 1
HOMO (alpha / beta), eV: -15.9 / -15.5

Atoms and positions in Å:
F (-0.909, -0.227, -1.397)
P (1.460, -0.770, 0.150)
P (-0.587, -0.128, 0.154)
Cl (-1.742, -1.417, 0.900)
Cl (-1.728, 2.489, 0.099)
H (1.950, -0.044, 1.150)
H (1.557, 0.097, -1.056)

Least stable = a

a | Entry from the Open Molecules 2025 dataset: a 2-piece molecular cluster, CH7N6 overall (the ωB97M-V functional and the def2-TZVPD basis).

HOMO-LUMO gap, eV: 7.421
Net charge: +1
Spin multiplicity: 1
HOMO, eV: -13.0

Atoms and positions in Å:
C (2.180, -0.540, -0.061)
N (2.439, 1.900, -0.070)
N (1.053, -1.290, -0.134)
N (2.223, 0.725, 0.073)
N (-3.022, 0.116, -0.682)
N (-1.165, 0.243, 0.510)
N (-2.288, 0.728, 0.160)
H (2.931, -1.289, -0.057)
H (2.267, 2.496, 0.754)
H (-4.009, 0.452, -0.532)
H (-2.987, -0.957, -0.980)
H (0.121, -0.971, 0.145)
H (-0.915, 0.640, 1.418)
H (1.173, -2.252, -0.545)

b | Entry from the Open Molecules 2025 dataset: a 2-piece molecular cluster, CH7N6 overall (the ωB97M-V functional and the def2-TZVPD basis).

HOMO-LUMO gap, eV: 5.823
Net charge: +1
Spin multiplicity: 1
HOMO, eV: -11.8

Atoms and positions in Å:
C (0.992, 0.298, 1.105)
N (1.127, 0.455, 3.488)
N (1.432, -0.421, 0.195)
N (1.441, 0.645, 2.362)
N (-0.484, -1.017, -2.124)
N (-1.476, 0.481, -0.938)
N (-0.374, 0.017, -1.390)
H (0.159, 1.092, 1.220)
H (0.377, -0.143, 3.846)
H (0.359, -1.519, -2.373)
H (-1.310, -1.289, -2.566)
H (-2.253, 0.551, -1.657)
H (-1.450, 1.164, -0.196)
H (1.460, -0.315, -0.971)

Least stable = b

a | Entry from the Open Molecules 2025 dataset: a 2-piece molecular cluster, CH4N2OS overall (the ωB97M-V functional and the def2-TZVPD basis).

HOMO-LUMO gap (alpha / beta), eV: 7.941 / 8.220
Net charge: 0
Spin multiplicity: 1
HOMO (alpha / beta), eV: -8.6 / -8.9

Atoms and positions in Å:
C (-0.360, 0.142, 0.228)
N (1.310, -1.431, 0.203)
N (0.156, 1.372, 0.235)
O (-2.799, 0.531, -0.110)
S (-1.800, -0.514, -0.261)
H (1.821, -1.248, -0.642)
H (0.640, -2.164, 0.056)
H (0.850, 1.515, 0.951)
H (0.181, 1.797, -0.661)

b | Entry from the Open Molecules 2025 dataset: a 2-piece molecular cluster, CH4N2OS overall (the ωB97M-V functional and the def2-TZVPD basis).

HOMO-LUMO gap (alpha / beta), eV: 7.264 / 7.286
Net charge: 0
Spin multiplicity: 1
HOMO (alpha / beta), eV: -9.2 / -9.2

Atoms and positions in Å:
C (1.274, -0.082, 0.178)
N (-0.056, 0.247, -0.326)
N (-1.085, -0.437, -0.188)
O (-1.050, -1.439, 0.491)
S (-3.391, 1.012, 0.088)
H (1.594, -0.802, -0.620)
H (1.808, 0.955, 0.189)
H (1.070, -0.563, 1.162)
H (-0.163, 1.108, -0.973)

Least stable = b

a | Entry from the Open Molecules 2025 dataset: CH4N2OS in the gas phase (the ωB97M-V functional and the def2-TZVPD basis).

SMILES: C=NSON
HOMO-LUMO gap, eV: 9.653
Net charge: 0
Spin multiplicity: 1
HOMO, eV: -9.0

Atoms and positions in Å:
C (-0.748, -1.746, 1.302)
N (-0.022, -0.841, 0.838)
N (0.873, 1.169, -1.662)
O (0.631, 1.366, -0.254)
S (-0.736, 0.844, 0.398)
H (-0.451, -2.696, 1.649)
H (-1.740, -1.488, 1.503)
H (0.330, 1.874, -2.094)
H (1.864, 1.519, -1.679)

b | Entry from the Open Molecules 2025 dataset: CH4N2OS as an isolated structure (the ωB97M-V functional and the def2-TZVPD basis).

HOMO-LUMO gap, eV: 8.961
Net charge: 0
Spin multiplicity: 1
HOMO, eV: -8.8

Atoms and positions in Å:
C (0.073, -0.176, -0.973)
H (2.592, 0.539, -1.623)
H (1.110, 0.921, 0.677)
H (0.505, -0.686, -1.920)
H (-2.362, -1.010, 1.573)
N (1.171, 0.364, -0.421)
N (-1.054, -0.337, -0.527)
O (2.447, -0.249, -0.655)
S (-1.417, 0.194, 1.188)

Least stable = b

a | Entry from the Open Molecules 2025 dataset: CH4N2OS in the gas phase (the ωB97M-V functional and the def2-TZVPD basis).

SMILES: [H]/N=C/SON
HOMO-LUMO gap, eV: 9.594
Net charge: 0
Spin multiplicity: 1
HOMO, eV: -8.8

Atoms and positions in Å:
C (1.547, -0.295, -0.017)
N (2.655, 0.150, -0.022)
N (-2.370, 0.022, 0.046)
O (-1.121, -0.096, -0.519)
S (0.067, 1.068, -0.177)
H (0.938, -1.174, 0.054)
H (3.457, -0.620, -0.175)
H (-2.529, -0.024, 1.084)
H (-2.642, 0.968, -0.274)

b | Entry from the Open Molecules 2025 dataset: CH4N2OS as an isolated structure (the ωB97M-V functional and the def2-TZVPD basis).

HOMO-LUMO gap, eV: 8.587
Net charge: 0
Spin multiplicity: 1
HOMO, eV: -9.0

Atoms and positions in Å:
C (0.032, -0.508, -0.583)
H (0.731, -1.413, 2.009)
H (0.534, 1.215, 0.727)
H (0.385, -1.618, -0.647)
H (-2.145, 1.461, -1.126)
N (0.976, 0.323, -0.035)
N (-1.181, -0.182, -1.149)
O (-1.373, 1.159, -0.563)
S (2.040, -0.438, 1.366)

Least stable = b

a | Entry from the Open Molecules 2025 dataset: a 2-piece molecular cluster, C2H6OS2 overall (the ωB97M-V functional and the def2-TZVPD basis).

SMILES: CC=O.SS
HOMO-LUMO gap, eV: 9.628
Net charge: 0
Spin multiplicity: 1
HOMO, eV: -9.0

Atoms and positions in Å:
S (1.452, -0.928, -3.452)
S (1.842, 0.347, -1.917)
H (0.200, -1.274, -3.178)
H (2.009, -0.358, -0.787)
O (0.698, -0.678, 1.077)
C (-0.316, -0.334, 1.629)
C (-1.162, 0.797, 1.096)
H (-0.675, -0.852, 2.532)
H (-2.111, 0.377, 0.774)
H (-0.646, 1.367, 0.329)
H (-1.291, 1.536, 1.897)

b | Entry from the Open Molecules 2025 dataset: a 2-piece molecular cluster, C2H6OS2 overall (the ωB97M-V functional and the def2-TZVPD basis).

SMILES: C=CO.SS
HOMO-LUMO gap, eV: 9.277
Net charge: 0
Spin multiplicity: 1
HOMO, eV: -9.0

Atoms and positions in Å:
S (0.097, 1.083, -1.599)
S (0.506, -0.951, -1.614)
H (-1.166, 1.014, -2.047)
H (1.297, -0.931, -2.696)
C (0.768, -0.102, 2.140)
C (-0.538, -0.256, 2.001)
O (-1.319, 0.219, 3.006)
H (1.430, -0.209, 1.286)
H (1.261, 0.337, 2.991)
H (-0.985, -0.840, 1.205)
H (-2.052, -0.301, 3.339)

Least stable = b

a | Entry from the Open Molecules 2025 dataset: C2H6OS2 as an isolated structure (the ωB97M-V functional and the def2-TZVPD basis).

HOMO-LUMO gap (alpha / beta), eV: 7.260 / 7.867
Net charge: 0
Spin multiplicity: 1
HOMO (alpha / beta), eV: -8.7 / -9.1

Atoms and positions in Å:
C (-1.522, 0.361, -0.695)
C (-0.716, -0.473, 0.293)
O (2.074, -0.131, -0.486)
S (2.418, 0.821, 0.670)
S (0.550, -1.698, -0.160)
H (-2.025, -0.291, -1.451)
H (-2.055, 1.002, -0.094)
H (-0.688, 0.901, -1.247)
H (-1.405, -0.891, 0.990)
H (-0.211, 0.233, 0.947)
H (3.580, 0.167, 1.232)

b | Entry from the Open Molecules 2025 dataset: a 2-piece molecular cluster, C2H6OS2 overall (the ωB97M-V functional and the def2-TZVPD basis).

SMILES: C=CO.SS
HOMO-LUMO gap, eV: 9.068
Net charge: 0
Spin multiplicity: 1
HOMO, eV: -8.6

Atoms and positions in Å:
S (-0.320, 1.209, -0.978)
S (1.129, -0.208, -1.604)
H (0.180, 1.235, 0.269)
H (0.244, -1.078, -2.097)
C (-1.669, -1.075, 1.479)
C (-0.378, -1.071, 1.711)
O (0.316, 0.106, 2.046)
H (-2.205, -1.972, 1.202)
H (-2.291, -0.228, 1.742)
H (0.263, -1.932, 1.865)
H (0.496, 0.048, 2.981)

c | Entry from the Open Molecules 2025 dataset: a 2-piece molecular cluster, C2H6OS2 overall (the ωB97M-V functional and the def2-TZVPD basis).

SMILES: CC=O.SS
HOMO-LUMO gap, eV: 9.042
Net charge: 0
Spin multiplicity: 1
HOMO, eV: -8.9

Atoms and positions in Å:
S (2.001, 0.523, 1.975)
S (3.311, 1.206, 0.507)
H (2.533, -0.704, 2.070)
H (2.435, 2.061, -0.039)
O (-2.616, -1.857, -0.452)
C (-2.009, -0.981, -1.016)
C (-1.101, -0.018, -0.341)
H (-2.225, -0.822, -2.085)
H (-0.107, -0.207, -0.781)
H (-1.239, 1.041, -0.547)
H (-0.983, -0.241, 0.710)

Least stable = a

a | Entry from the Open Molecules 2025 dataset: C5H9FN2 in the gas phase (the ωB97M-V functional and the def2-TZVPD basis).

SMILES: N[C@]12CCN[C@H]1[C@@H]2F
HOMO-LUMO gap, eV: 9.158
Net charge: 0
Spin multiplicity: 1
HOMO, eV: -8.1

Atoms and positions in Å:
C (-0.244, 0.572, -0.037)
C (1.073, 1.184, 0.416)
C (2.012, -0.104, 0.395)
C (0.005, -0.776, -0.631)
C (-0.794, -0.630, 0.621)
H (-1.106, 2.403, -0.307)
H (-2.205, 1.078, -0.354)
H (1.142, 1.546, 1.451)
H (1.371, 1.924, -0.317)
H (3.017, 0.143, 0.054)
H (1.917, -0.501, 1.408)
H (1.928, -0.872, -1.449)
H (-0.542, -1.103, -1.526)
H (-0.564, -0.923, 1.631)
N (-1.262, 1.454, -0.587)
N (1.445, -1.042, -0.580)
F (-2.061, -0.895, 0.333)

b | Entry from the Open Molecules 2025 dataset: a 2-piece molecular cluster, C5H9FN2 overall (the ωB97M-V functional and the def2-TZVPD basis).

HOMO-LUMO gap, eV: 9.063
Net charge: 0
Spin multiplicity: 1
HOMO, eV: -8.6

Atoms and positions in Å:
C (0.385, -0.318, -1.163)
C (-0.728, -0.842, -0.403)
C (-0.049, 0.277, 1.581)
C (-0.416, 1.341, 0.492)
C (-0.642, 0.580, -0.743)
H (1.795, -1.256, 0.095)
H (2.545, -0.683, -1.857)
H (0.398, -0.757, -2.140)
H (-1.320, -1.419, -1.061)
H (-1.372, -1.352, 1.251)
H (-0.712, 0.586, 2.430)
H (1.117, 0.192, 1.832)
H (-1.226, 2.107, 0.602)
H (0.527, 1.866, 0.318)
N (1.785, -0.371, -0.648)
N (-0.479, -0.989, 1.013)
F (-1.608, 1.038, -1.598)

c | Entry from the Open Molecules 2025 dataset: C5H9FN2 in the gas phase (the ωB97M-V functional and the def2-TZVPD basis).

SMILES: N[C@H]1[C@@H](N)C=C[C@@H]1F
HOMO-LUMO gap, eV: 10.192
Net charge: 0
Spin multiplicity: 1
HOMO, eV: -9.2

Atoms and positions in Å:
C (0.908, -0.346, -0.528)
C (0.196, -1.713, -0.292)
C (-1.027, -1.526, 0.140)
C (-1.367, -0.041, 0.371)
C (-0.259, 0.672, -0.487)
H (2.373, 0.785, 0.283)
H (1.590, -0.180, 1.382)
H (1.329, -0.403, -1.590)
H (0.745, -2.649, -0.478)
H (-1.762, -2.287, 0.430)
H (-1.216, 0.192, 1.418)
H (-0.685, 0.716, -1.489)
H (-0.553, 2.660, -0.353)
H (0.191, 2.004, 0.927)
N (1.973, -0.134, 0.428)
N (0.172, 1.985, -0.081)
F (-2.607, 0.266, -0.080)

Least stable = b